(1)
The following is a DFT calculation (ωB97M-V with the def2-TZVPD basis set) of a molecular structure, C22H32Cl2F3N6O5SSm.

Results
molar mass = 770.862 g/mol
multiplicity = 6
E_tot = -104452.4477 eV

Cartesian coordinates (Å):
Sm (0.4899, -0.1528, 0.4663)
C (2.3922, 1.3570, 1.7150)
C (2.5551, 1.9862, 0.4650)
C (1.4202, 2.7759, 0.2227)
C (0.5340, 2.6156, 1.3036)
C (1.1412, 1.7481, 2.2397)
H (3.1650, 0.8297, 2.2510)
H (3.4511, 1.9486, -0.1364)
H (1.2825, 3.4361, -0.6223)
H (-0.3403, 3.2194, 1.4996)
H (0.7957, 1.5670, 3.2464)
N (0.1337, -3.0582, 0.3534)
N (-0.9268, -3.3276, -0.5302)
C (-1.6351, -2.2463, -1.0535)
O (-2.7670, -2.4423, -1.5091)
O (-1.0244, -1.1253, -0.9982)
H (0.9563, -3.5648, 0.0548)
H (-0.1069, -3.3374, 1.2976)
H (-1.4423, -4.1829, -0.4140)
F (6.3622, -3.6883, 0.0849)
C (5.2818, -2.9919, -0.3527)
F (4.6637, -3.7838, -1.2524)
F (5.7665, -1.9290, -1.0177)
C (4.3857, -2.6222, 0.7922)
C (4.7283, -3.0094, 2.0711)
C (3.8902, -2.6905, 3.1320)
C (2.7219, -2.0143, 2.8449)
N (2.3653, -1.6369, 1.6213)
C (3.1870, -1.8956, 0.5712)
S (2.6841, -1.2948, -0.9450)
H (5.6467, -3.5550, 2.2374)
H (4.1414, -2.9586, 4.1477)
H (2.0281, -1.7579, 3.6374)
C (2.4038, 1.1972, -3.1947)
N (1.0948, 1.6965, -3.6030)
C (0.9548, 2.2030, -4.9599)
C (0.0535, 1.5697, -2.7653)
C (-1.3066, 1.9961, -3.2744)
O (0.1582, 1.1539, -1.6089)
H (3.1819, 1.7316, -3.7346)
H (2.4995, 0.1293, -3.3954)
H (2.5373, 1.3476, -2.1291)
H (1.9442, 2.4059, -5.3578)
H (0.3914, 3.1357, -4.9775)
H (0.4671, 1.4827, -5.6220)
H (-1.4008, 1.9073, -4.3527)
H (-1.4981, 3.0308, -2.9820)
H (-2.0513, 1.3512, -2.8112)
N (-5.0456, 1.6609, 0.3805)
C (-4.1018, 2.6402, -0.2459)
C (-2.6919, 2.3325, 0.2810)
N (-2.2925, 0.9593, 0.0908)
C (-3.2905, 0.0144, 0.5629)
C (-4.6714, 0.2628, -0.0274)
H (-6.0154, 1.8794, 0.1693)
H (-4.9097, 1.7053, 1.3951)
H (-4.4089, 3.6543, 0.0077)
H (-4.1601, 2.5025, -1.3248)
H (-2.6712, 2.5486, 1.3567)
H (-1.9757, 2.9910, -0.2087)
H (-2.0162, 0.7279, -0.8572)
H (-3.3700, 0.0968, 1.6472)
H (-2.9929, -0.9934, 0.3065)
H (-5.3983, -0.4423, 0.3731)
H (-4.6647, 0.1999, -1.1149)
Cl (-3.1236, -2.9126, 2.7894)
C (-1.9240, -2.1054, 3.8385)
Cl (-0.4781, -3.1029, 3.9897)
C (-1.6509, -0.7078, 3.1939)
O (-2.3732, 0.1973, 3.6122)
O (-0.7524, -0.6589, 2.3133)
H (-2.3778, -2.0060, 4.8158)

Force components x, y, z for each atom (eV/Å):
Sm 0.343 0.296 -0.478
C 0.104 0.503 0.409
C 0.021 0.000 0.112
C 0.006 -0.047 0.167
C 0.147 0.129 0.201
C 0.403 0.332 0.356
H -0.081 -0.208 -0.071
H -0.064 -0.146 -0.092
H -0.090 -0.118 -0.081
H -0.142 -0.193 -0.096
H -0.132 -0.171 -0.068
N -0.225 0.122 -0.063
N 0.094 0.117 -0.029
C 0.002 -0.379 0.093
O 0.049 0.064 -0.027
O -0.215 0.038 -0.169
H 0.152 0.097 -0.043
H -0.029 0.035 0.097
H -0.117 -0.017 0.047
F -0.110 0.069 -0.111
C 0.125 -0.098 -0.095
F 0.111 0.110 0.098
F -0.040 -0.112 0.066
C -0.089 0.027 0.064
C -0.052 0.058 -0.077
C 0.002 0.009 0.013
C -0.074 -0.001 0.197
N 0.158 -0.006 -0.256
C -0.002 -0.105 0.352
S 0.056 -0.021 -0.473
H -0.010 0.009 0.010
H -0.042 -0.016 0.004
H -0.024 0.044 -0.022
C 0.036 -0.086 0.098
N 0.123 0.012 0.092
C -0.140 -0.023 -0.053
C -0.166 0.032 0.046
C 0.011 -0.098 0.003
O 0.038 -0.026 -0.638
H -0.033 0.049 -0.007
H 0.000 -0.004 -0.042
H -0.012 -0.015 0.049
H 0.030 0.002 0.028
H 0.018 -0.016 -0.013
H 0.028 -0.001 0.004
H -0.077 0.049 0.015
H 0.020 0.026 -0.032
H 0.024 -0.001 -0.008
N 0.039 -0.034 -0.050
C 0.445 0.203 -0.023
C -0.115 -0.108 -0.053
N -0.233 -0.022 0.104
C -0.048 0.123 -0.122
C 0.314 -0.459 0.041
H -0.053 0.023 -0.006
H -0.180 0.069 0.027
H -0.105 -0.051 0.059
H -0.087 -0.041 -0.004
H 0.062 0.054 -0.019
H 0.000 0.038 0.048
H 0.125 -0.024 0.023
H 0.059 -0.005 0.155
H -0.017 -0.052 0.020
H -0.092 0.127 0.039
H -0.064 0.102 -0.005
Cl -0.054 -0.102 -0.059
C -0.019 0.323 -0.354
Cl 0.080 -0.104 0.073
C 0.012 0.098 0.583
O 0.057 -0.149 -0.211
O -0.295 -0.407 0.147
H 0.036 0.077 0.012

---

(2)
The following is a DFT calculation (ωB97M-V with the def2-TZVPD basis set) of a molecular structure, C22H32GeHgN2S in a non-equilibrium geometry.

Results
molar mass = 629.779 g/mol
charge = -1
multiplicity = 2
E_tot = -97836.0501 eV

Cartesian coordinates (Å):
Hg (-0.2764, 0.5876, 1.2789)
S (-1.8250, 3.3658, 1.6162)
C (-2.5171, 3.1379, 0.1075)
N (-1.8073, 3.4873, -1.0125)
C (-2.2275, 3.2460, -2.2762)
C (-3.4508, 2.7042, -2.5016)
C (-4.2648, 2.3842, -1.3912)
C (-3.8100, 2.6065, -0.1222)
H (-0.8581, 3.7956, -0.8517)
H (-1.5364, 3.5048, -3.0642)
H (-3.7737, 2.4880, -3.5088)
H (-5.2404, 1.9444, -1.5517)
H (-4.4022, 2.3483, 0.7422)
C (1.0997, 0.6372, 2.9315)
C (0.8594, -0.1340, 4.0849)
C (0.5315, -1.5242, 4.1307)
C (0.4200, -2.2036, 5.3262)
C (0.5816, -1.5526, 6.5490)
C (0.9338, -0.2003, 6.5405)
C (1.1043, 0.4811, 5.3557)
H (0.3914, -2.0485, 3.1921)
H (0.1924, -3.2656, 5.3205)
H (0.4500, -2.0861, 7.4826)
H (1.0931, 0.3146, 7.4830)
H (1.3943, 1.5244, 5.3540)
C (-2.3772, -0.7774, 5.2838)
C (-2.4725, -0.7154, 3.8383)
N (-2.5159, -0.6582, 2.6917)
H (-1.4613, -0.2798, 5.6068)
H (-2.3381, -1.8179, 5.6003)
H (-3.2378, -0.2881, 5.7391)
C (-0.6114, -3.8640, -2.6707)
C (-0.0730, -2.4441, -2.8269)
C (-1.1867, -1.4015, -2.8064)
C (-0.6986, 0.0191, -3.0938)
Ge (0.2309, 0.9056, -1.5261)
C (2.1337, 0.2459, -1.5922)
C (2.8571, 0.4591, -2.9185)
C (4.3205, 0.0239, -2.8506)
C (5.1183, 0.3439, -4.1128)
H (0.1948, -4.5997, -2.6958)
H (-1.3115, -4.1004, -3.4756)
H (-1.1397, -3.9734, -1.7218)
H (0.4831, -2.3658, -3.7671)
H (0.6292, -2.2339, -2.0172)
H (-1.6579, -1.4260, -1.8168)
H (-1.9545, -1.6960, -3.5347)
H (-1.5618, 0.6468, -3.3381)
H (-0.0512, 0.0274, -3.9769)
H (0.5081, 2.3027, -2.2560)
H (2.1733, -0.8153, -1.3269)
H (2.6683, 0.7713, -0.7943)
H (2.7981, 1.5175, -3.1948)
H (2.3472, -0.1076, -3.7059)
H (4.3598, -1.0530, -2.6615)
H (4.7911, 0.5234, -1.9991)
H (4.7138, -0.1767, -4.9835)
H (6.1628, 0.0486, -3.9923)
H (5.0973, 1.4163, -4.3189)

Force components x, y, z for each atom (eV/Å):
Hg 1.107 0.198 -0.627
S -0.102 -0.026 -0.103
C 0.506 0.500 0.472
N -0.432 -0.304 -0.112
C -0.095 0.138 -0.020
C -0.048 -0.041 -0.210
C 0.275 0.083 0.330
C -0.439 -0.253 -0.422
H 0.042 -0.037 0.022
H 0.044 -0.049 0.028
H 0.031 0.072 -0.021
H -0.022 0.002 0.026
H 0.051 -0.014 0.042
C -0.486 0.144 -0.650
C 0.171 -0.060 0.286
C 0.064 0.043 0.011
C 0.138 -0.057 0.061
C 0.069 -0.062 0.102
C 0.041 -0.075 0.077
C -0.230 -0.086 -0.056
H -0.075 0.040 -0.005
H -0.044 0.006 -0.050
H 0.043 -0.009 -0.001
H -0.002 0.020 -0.009
H 0.032 -0.001 0.014
C -0.106 0.093 0.191
C 0.067 0.018 -0.238
N -0.330 -0.067 0.005
H -0.075 -0.054 0.001
H 0.021 0.061 0.023
H -0.038 0.004 -0.033
C 0.101 0.087 -0.020
C -0.165 -0.090 0.060
C 0.096 0.048 -0.032
C -0.138 -0.010 0.307
Ge 0.184 -0.313 0.176
C -0.147 0.034 -0.004
C -0.015 -0.117 0.202
C -0.024 0.124 -0.236
C -0.006 -0.025 0.142
H -0.026 -0.031 0.014
H -0.015 -0.029 0.009
H -0.016 -0.017 0.002
H 0.032 0.039 0.015
H 0.057 0.021 -0.050
H -0.105 -0.024 -0.046
H 0.009 -0.041 0.021
H 0.056 0.024 0.036
H 0.060 0.014 0.026
H -0.106 0.052 0.287
H -0.056 0.018 0.072
H -0.032 0.001 0.020
H 0.029 -0.003 -0.066
H 0.030 0.066 -0.083
H 0.030 0.018 0.104
H -0.002 -0.080 0.053
H -0.007 0.012 -0.017
H 0.012 -0.005 -0.088
H -0.011 0.001 -0.040